Entry 1:
C7H11N2 as an isolated structure at a distorted geometry, computed with the ωB97M-V functional and the def2-TZVPD basis.

Atoms and positions in Å:
1 H -1.027 0.090 -2.086
2 H 3.896 0.427 0.133
3 N 2.837 0.206 0.039
4 H 2.921 -1.829 -0.383
5 C -0.952 0.010 0.070
6 C -0.498 -1.470 -0.141
7 H -2.246 1.404 1.192
8 H -0.892 -1.827 -1.123
9 N 0.469 0.250 0.193
10 C 2.140 1.284 0.122
11 H 2.046 2.168 0.690
12 H -2.705 -0.390 1.173
13 H -1.088 1.728 -1.216
14 H -2.521 0.746 -1.306
15 C -1.889 0.330 1.191
16 H -0.835 -2.081 0.739
17 C 0.932 -0.957 -0.135
18 C 2.349 -1.024 -0.182
19 C -1.424 0.629 -1.241
20 H -1.511 0.304 2.270

M in g/mol: 123.2
Relative energy (zero: lowest compared OMol25 entry of this formula, charge and spin) in eV: 5.3733
Total charge: +1

---

Entry 2:
C19H54AsF6O8 as an isolated structure at a distorted geometry, computed with the ωB97M-V functional and the def2-TZVPD basis.

Atoms and positions in Å:
1 C 8.988 0.005 -19.026
2 O 4.966 -2.499 -13.375
3 F 6.151 -4.482 -14.994
4 C 10.328 -7.845 -14.324
5 F 8.726 -3.783 -15.129
6 H 9.626 -3.396 -13.440
7 H 7.760 -3.899 -23.503
8 H 1.735 -3.388 -13.100
9 C 6.131 -5.504 -11.982
10 H 6.585 -3.779 -20.079
11 O 1.311 -5.642 -18.413
12 H 8.113 -4.765 -12.016
13 H 7.019 0.366 -19.735
14 H 2.327 -3.431 -19.525
15 H 2.119 -1.587 -15.047
16 O 9.616 -0.595 -17.891
17 H 8.295 -1.586 -13.224
18 H 9.374 0.531 -12.252
19 O 7.287 -3.948 -22.669
20 H 9.185 -1.426 -17.680
21 H 9.732 -1.093 -13.980
22 C 7.349 -4.490 -20.392
23 H 9.272 -6.580 -15.615
24 O 9.949 -2.738 -12.820
25 F 8.397 -2.788 -17.369
26 F 5.881 -3.307 -17.239
27 H 10.264 -8.854 -13.916
28 H 3.791 -3.454 -14.764
29 H 5.176 -5.056 -12.256
30 C 3.098 -1.455 -14.585
31 O 6.490 -6.250 -13.077
32 H 5.624 -2.645 -14.058
33 H 9.393 2.075 -18.540
34 H 8.230 -2.006 -21.091
35 H 7.085 0.481 -18.005
36 H 5.656 -9.493 -18.343
37 H 9.097 -0.631 -10.966
38 H 8.172 -8.434 -16.690
39 H 6.905 -3.466 -11.846
40 H 7.035 -1.075 -18.727
41 C 2.408 -3.552 -18.445
42 O 6.779 -7.641 -17.627
43 H 5.777 -7.066 -19.376
44 H 3.283 -2.950 -18.200
45 C 3.694 -2.732 -13.953
46 C 8.160 -4.097 -21.608
47 H 6.697 -5.629 -13.779
48 H 3.079 -4.472 -12.938
49 H 8.772 -4.951 -21.896
50 H 1.507 -3.114 -18.016
51 H 6.753 -5.374 -20.622
52 H 10.347 -7.131 -13.500
53 F 7.030 -2.043 -15.319
54 C 9.370 -1.535 -13.051
55 H 10.650 -0.381 -11.683
56 H 9.055 1.743 -20.246
57 H 8.319 -7.669 -14.521
58 C 5.592 -7.416 -18.361
59 H 3.329 -5.345 -18.481
60 H 6.932 -6.868 -17.077
61 C 9.527 1.352 -19.345
62 H 9.282 -2.321 -22.503
63 C 7.473 -0.085 -18.852
64 C 9.154 -7.588 -15.217
65 H 7.230 -4.448 -10.460
66 As 7.252 -3.566 -16.140
67 H 9.218 -0.638 -19.876
68 C 8.914 -2.715 -21.556
69 C 4.889 -8.718 -18.337
70 H 2.918 -0.590 -13.946
71 F 7.442 -5.204 -16.882
72 H 5.941 -6.141 -11.117
73 O 9.004 -8.537 -16.222
74 H 7.899 -4.646 -19.464
75 H 2.601 -5.206 -16.866
76 H 4.330 -8.937 -19.246
77 H 9.737 -2.629 -20.846
78 C 2.468 -4.977 -17.923
79 H 1.155 -6.512 -18.037
80 C 2.801 -3.420 -12.874
81 H 4.363 -8.986 -17.421
82 H 10.593 1.341 -19.572
83 H 2.783 -2.928 -11.902
84 H 5.013 -6.672 -17.813
85 C 9.593 -0.485 -11.925
86 H 11.264 -7.817 -14.881
87 H 3.771 -1.111 -15.370
88 C 7.171 -4.480 -11.548

M in g/mol: 599.5
Spin multiplicity: 2
Electronic energy in Eh: -4193.0627

---

Entry 3:
One molecule with the formula C4H5NO2 at a distorted geometry, computed with the ωB97M-V functional and the def2-TZVPD basis.

Atoms and positions in Å:
1 C -1.485 -0.351 -0.720
2 O 2.790 -0.608 1.509
3 C -0.127 0.112 -0.311
4 C 1.769 -0.209 1.036
5 O 1.401 1.383 0.721
6 H -1.854 -1.132 -0.041
7 H 0.636 -1.757 0.068
8 H -0.462 2.199 0.022
9 C 0.226 1.351 0.060
10 H -1.529 -0.740 -1.741
11 N 0.871 -0.771 0.110
12 H -2.177 0.494 -0.649

M in g/mol: 99.1
Relative energy (zero: lowest compared OMol25 entry of this formula, charge and spin) in eV: 1.1988
SMILES: Cc1coc(=O)[nH]1